(1)
{
  "formula": "C23H44BNO18",
  "method": "ωB97M-V/def2-TZVPD",
  "elements": ["C", "B", "N", "C", "O", "C", "O", "O", "H", "H", "H", "H", "C", "C", "O", "C", "O", "O", "C", "H", "H", "H", "H", "H", "H", "H", "H", "C", "C", "O", "C", "O", "O", "C", "H", "H", "H", "H", "H", "H", "H", "H", "C", "C", "O", "C", "O", "O", "C", "H", "H", "H", "H", "H", "H", "H", "H", "C", "C", "O", "C", "O", "O", "C", "H", "H", "H", "H", "H", "H", "H", "H", "C", "C", "O", "C", "O", "O", "C", "H", "H", "H", "H", "H", "H", "H", "H"],
  "xyz": [[-3.6455, -6.0580, 2.0747], [-2.0605, -6.0028, 2.4964], [-1.1092, -6.8199, 1.6021], [-1.6397, -7.1668, 0.4769], [-2.1432, -7.1967, -0.7018], [-1.4487, -4.4800, 2.6021], [-2.1038, -3.4108, 2.2191], [-0.1543, -4.3438, 3.1873], [-3.8953, -5.5795, 1.0560], [-4.0815, -7.1218, 2.1827], [-4.2143, -5.4134, 2.8621], [-1.9872, -6.4918, 3.5967], [1.9124, -3.3836, 0.6927], [1.7797, -4.8894, 0.5768], [2.1630, -5.3423, -0.7365], [3.4786, -5.4054, -0.9730], [4.3646, -5.1273, -0.1943], [3.6543, -5.8090, -2.2502], [5.0150, -5.8249, -2.6693], [1.3573, -2.8861, -0.1080], [1.5333, -3.0389, 1.6573], [2.9563, -3.0677, 0.5994], [0.7329, -5.1705, 0.7142], [2.3555, -5.4069, 1.3487], [5.6362, -6.4060, -1.9833], [5.3889, -4.8015, -2.7539], [5.0580, -6.2930, -3.6547], [-1.6173, -0.7456, 2.1283], [-1.4128, 0.7216, 2.4624], [-1.1064, 1.4864, 1.2813], [-2.1480, 1.7770, 0.4896], [-3.3018, 1.4670, 0.6793], [-1.6837, 2.4565, -0.5818], [-2.6803, 2.7429, -1.5604], [-0.7572, -1.1383, 1.5810], [-1.7577, -1.3339, 3.0357], [-2.4916, -0.8899, 1.4898], [-0.5547, 0.8232, 3.1326], [-2.2793, 1.1437, 2.9816], [-3.5413, 3.2480, -1.1158], [-2.9893, 1.8194, -2.0556], [-2.2385, 3.4062, -2.3065], [-1.3990, 9.7892, -1.4540], [-0.2742, 8.8814, -1.9183], [0.1093, 7.9662, -0.8846], [-0.7173, 6.9153, -0.7065], [-1.7247, 6.6883, -1.3373], [-0.2469, 6.1749, 0.3110], [-1.0907, 5.0762, 0.6693], [-1.1276, 10.2916, -0.5216], [-1.6244, 10.5430, -2.2114], [-2.3107, 9.2206, -1.2544], [0.6078, 9.4858, -2.1458], [-0.5407, 8.3430, -2.8325], [-1.3217, 4.4529, -0.1963], [-2.0082, 5.4500, 1.1310], [-0.5587, 4.4658, 1.4005], [0.8679, -8.0825, -3.6932], [1.9068, -9.0042, -3.0829], [1.8922, -10.2915, -3.7216], [2.4886, -10.3517, -4.9209], [3.0334, -9.4368, -5.4974], [2.3536, -11.6075, -5.3941], [2.8604, -11.7838, -6.7139], [-0.1188, -8.5531, -3.6789], [0.8200, -7.1392, -3.1456], [1.0991, -7.8610, -4.7387], [1.6665, -9.1720, -2.0302], [2.9081, -8.5651, -3.1188], [3.8951, -11.4416, -6.7921], [2.2253, -11.2547, -7.4285], [2.8309, -12.8499, -6.9459], [-1.5123, 12.3811, 4.8434], [-0.4780, 11.4588, 5.4627], [-0.4889, 10.1753, 4.8282], [0.1182, 10.1153, 3.6292], [0.6655, 11.0338, 3.0597], [-0.0119, 8.8645, 3.1565], [0.5055, 8.6854, 1.8360], [-2.4994, 11.9111, 4.8511], [-1.5636, 13.3257, 5.3893], [-1.2734, 12.6009, 3.7999], [-0.7254, 11.2916, 6.5142], [0.5240, 11.8970, 5.4331], [1.5409, 9.0275, 1.7648], [-0.1239, 9.2131, 1.1185], [0.4784, 7.6229, 1.6050]],
  "forces_ev_per_a": [[-1.416, 0.661, 0.339], [-1.005, 1.016, 1.260], [-2.083, -3.240, -7.303], [0.360, 2.982, 0.203], [2.586, -0.730, 5.369], [3.125, 3.202, 1.278], [1.468, -3.028, 0.869], [-4.516, -0.434, -2.320], [0.232, -0.897, 1.312], [0.507, 1.369, -0.471], [0.843, -0.975, -1.267], [0.039, -0.188, 0.528], [0.380, 0.223, -0.169], [-0.698, 0.563, 1.097], [1.333, -0.474, -0.795], [-1.097, 0.526, 0.834], [-0.112, -0.345, -0.675], [0.219, -0.151, -0.032], [0.146, -0.050, -0.128], [-0.142, -0.088, 0.101], [-0.232, -0.294, -0.040], [0.028, -0.086, 0.024], [0.205, -0.103, -0.113], [0.008, 0.042, -0.247], [-0.064, 0.205, 0.030], [0.089, -0.108, 0.150], [-0.278, 0.032, 0.099], [-0.067, 0.551, -0.153], [-0.192, -1.009, 0.620], [-0.490, 1.022, -0.797], [0.152, -0.976, 0.788], [0.587, 0.602, -0.297], [-0.156, -0.211, -0.054], [-0.204, 0.008, -0.306], [-0.023, -0.080, 0.304], [0.110, -0.109, -0.250], [0.037, -0.038, 0.230], [0.072, 0.240, -0.327], [-0.006, 0.102, -0.284], [0.055, -0.198, 0.006], [-0.120, 0.097, 0.145], [0.185, -0.074, 0.215], [-0.253, -0.129, 0.199], [-0.221, 0.408, -0.323], [-0.054, -0.541, -0.241], [-0.260, -0.296, 0.153], [0.655, 0.246, 0.251], [-0.066, 0.511, -0.800], [-0.375, -0.532, 0.178], [0.081, 0.086, -0.172], [0.069, -0.031, 0.036], [0.113, -0.006, -0.138], [0.065, -0.256, 0.239], [-0.062, -0.085, 0.234], [0.127, 0.400, 0.293], [0.032, -0.003, -0.146], [0.138, 0.223, -0.168], [-0.065, -0.016, -0.324], [-0.215, 0.924, 0.380], [0.573, -0.530, -0.782], [-0.400, 0.558, 0.528], [-0.123, -0.692, 0.166], [0.151, 0.161, 0.057], [0.088, -0.101, -0.254], [0.073, 0.069, 0.223], [0.002, -0.135, 0.064], [0.128, 0.013, 0.117], [0.013, -0.282, -0.219], [-0.101, -0.146, -0.187], [-0.186, 0.115, 0.004], [0.188, 0.067, 0.033], [-0.125, 0.084, 0.269], [-0.070, 0.002, -0.324], [-0.115, 0.491, 0.155], [0.330, -0.108, -0.215], [-0.148, -0.232, -0.304], [-0.248, -0.416, 0.422], [0.113, 0.762, 0.566], [0.254, -0.150, -0.292], [0.078, 0.035, 0.160], [0.004, -0.074, 0.020], [0.101, 0.001, 0.148], [0.030, -0.297, -0.189], [-0.094, -0.123, -0.196], [-0.193, 0.146, 0.028], [0.198, 0.050, 0.210], [-0.101, 0.269, 0.368]],
  "mulliken_charge": [-0.9639, 0.6522, -0.6721, 0.7987, -0.6899, 0.1971, -0.7058, -0.8176, 0.2134, 0.1557, 0.1606, -0.2464, -1.1541, 0.4264, -0.3070, 0.7303, -0.5873, -0.2830, -0.7514, 0.2624, 0.3230, 0.3738, -0.2759, 0.3157, 0.3169, 0.3385, 0.2066, -0.9318, -0.3362, -0.2939, 0.7710, -0.5511, -0.3862, -0.7570, 0.2028, 0.4026, 0.2969, 0.3184, 0.3178, 0.3101, 0.3477, 0.2478, -1.0313, -0.2771, -0.3171, 0.7759, -0.5601, -0.3617, -0.7497, 0.2122, 0.3830, 0.2809, 0.2897, 0.3546, 0.3609, 0.3656, 0.2604, -1.1119, -0.0378, -0.3288, 0.7481, -0.5640, -0.3394, -0.6330, 0.3407, 0.3133, 0.3175, 0.2794, 0.2166, 0.2867, 0.2838, 0.2164, -1.0831, -0.1683, -0.3756, 0.7697, -0.5727, -0.3629, -0.1407, 0.2864, 0.3501, 0.3067, 0.2877, 0.3033, 0.3025, -0.1136, 0.2609],
  "charge": -2,
  "homo_energy_ev": -0.2,
  "lumo_energy_ev": 2.809,
  "max_force_ev_per_a": 8.26
}

(2)
{
  "formula": "C4H6N2",
  "method": "ωB97M-V/def2-TZVPD",
  "elements": ["C", "C", "C", "C", "H", "H", "H", "H", "H", "H", "N", "N"],
  "xyz": [[-0.5177, 0.2937, 0.3399], [-0.7189, 0.0371, -0.9492], [0.5929, -0.4771, -1.4263], [1.4525, -0.5804, -0.3320], [-1.9798, 1.2638, 0.7166], [-2.1862, 0.0264, 1.3894], [-1.6602, 0.0012, -1.5141], [0.7988, -1.3145, -2.2381], [2.5129, -0.9777, -0.5127], [1.0678, 0.1313, 1.6332], [-1.3433, 0.6429, 1.3819], [0.8567, 0.1042, 0.7226]],
  "forces_ev_per_a": [[3.562, -0.806, 1.230], [1.553, -1.402, -2.078], [0.043, -3.209, 0.046], [0.621, 0.926, -2.029], [1.346, 0.253, 2.349], [1.346, -0.821, 0.802], [0.579, 0.243, 0.463], [-0.700, 2.551, 1.132], [-1.712, 0.858, 1.238], [1.248, 0.027, 3.892], [-5.105, 2.506, -1.794], [-2.781, -1.128, -5.250]],
  "mulliken_charge": [0.0942, -0.3412, -0.5332, -0.2372, 0.3875, 0.3134, 0.3507, 0.2329, 0.2987, 0.1913, -0.6629, -0.0941],
  "charge": 0,
  "homo_energy_ev": -8.0,
  "lumo_energy_ev": 0.960,
  "de_lowest_ev": 2.344,
  "max_force_ev_per_a": 6.05
}

(3)
{
  "formula": "C3H5NO2",
  "method": "ωB97M-V/def2-TZVPD",
  "elements": ["C", "C", "C", "O", "N", "O", "H", "H", "H", "H", "H"],
  "xyz": [[0.0088, -0.9440, -0.0662], [-1.5398, 0.6676, 0.2793], [1.0441, 0.2237, 0.2677], [-1.2381, -0.6865, 0.5091], [2.0096, 0.5854, -0.4432], [-1.3574, 1.2942, -0.7149], [2.0372, 0.1670, -1.3719], [-2.2672, 0.9068, 1.0698], [-0.0904, -0.9658, -1.1595], [0.4071, -1.8717, 0.3530], [0.9861, 0.6234, 1.2768]],
  "forces_ev_per_a": [[1.930, 0.992, -0.737], [-2.975, -1.815, 0.150], [-0.385, -1.978, -0.293], [0.330, 2.284, 0.252], [0.193, 0.444, -0.107], [0.960, -0.156, 0.455], [-0.177, -0.201, 0.031], [0.346, 0.576, 0.082], [0.231, -0.361, 0.173], [-0.198, 0.053, -0.208], [-0.253, 0.161, 0.202]],
  "mulliken_charge": [-0.3481, 0.1086, -0.0488, -0.2908, -0.6057, -0.4113, 0.2381, 0.3530, 0.2947, 0.3085, 0.4018],
  "charge": 0,
  "homo_energy_ev": -10.0,
  "lumo_energy_ev": 0.851,
  "de_lowest_ev": 1.990,
  "max_force_ev_per_a": 3.49
}

(4)
{
  "formula": "CFN2OS",
  "method": "ωB97M-V/def2-TZVPD",
  "elements": ["C", "N", "N", "O", "F", "S"],
  "xyz": [[1.4217, -0.2859, 0.0299], [2.4075, -0.7870, 0.3240], [-0.0539, 0.5751, -0.6156], [-0.2536, 1.7000, 0.1146], [-2.0900, -1.4284, -0.0995], [-1.4317, 0.2261, 0.2467]],
  "forces_ev_per_a": [[-3.039, 1.460, -0.856], [1.163, -0.550, 0.270], [2.719, -0.664, -0.233], [0.464, 0.271, -0.141], [0.532, 0.501, -0.077], [-1.840, -1.018, 1.036]],
  "mulliken_charge": [0.1480, -0.4766, 0.1125, -0.4421, -0.4806, 0.1388],
  "charge": -1,
  "homo_energy_ev": -4.4,
  "lumo_energy_ev": 4.000,
  "de_lowest_ev": 1.375,
  "max_force_ev_per_a": 3.48
}